Formula: C18H25N3O2
Source: OMol25
Level of theory: ωB97M-V/def2-TZVPD

- 2S+1: 1
- Total energy: -27635.905 eV
- Lowest unoccupied orbital energy: 0.543 eV
- Orbital gap: 9.09 eV
- F_max: 1.14 eV/Å
- Structure (SMILES): COCCCC1CCN(Cc2nc(-c3ccccc3)no2)CC1
- HOMO level: -8.5 eV

Element x y z (Å)
C: 1.743 1.992 1.992
O: 1.589 3.062 1.095
C: 0.281 3.221 0.592
C: -0.025 2.349 -0.633
C: -1.441 2.614 -1.165
C: -2.475 1.508 -0.904
C: -2.231 0.273 -1.772
C: -3.319 -0.776 -1.512
N: -3.478 -1.147 -0.120
C: -2.641 -2.210 0.382
C: -1.194 -1.895 0.592
N: -0.273 -1.709 -0.301
C: 0.845 -1.440 0.442
C: 2.130 -1.127 -0.150
C: 2.225 -0.933 -1.526
C: 3.443 -0.606 -2.090
C: 4.566 -0.474 -1.290
C: 4.474 -0.672 0.079
C: 3.261 -0.997 0.654
N: 0.605 -1.469 1.729
O: -0.719 -1.767 1.839
C: -3.639 0.010 0.737
C: -2.557 1.083 0.563
H: 1.529 1.024 1.529
H: 2.783 2.006 2.311
H: 1.092 2.115 2.868
H: -0.454 3.030 1.386
H: 0.211 4.275 0.303
H: 0.105 1.297 -0.378
H: 0.718 2.581 -1.397
H: -1.811 3.542 -0.722
H: -1.398 2.770 -2.245
H: -3.456 1.918 -1.182
H: -2.254 0.550 -2.828
H: -1.254 -0.157 -1.558
H: -3.117 -1.679 -2.090
H: -4.286 -0.370 -1.836
H: -3.045 -2.533 1.346
H: -2.702 -3.042 -0.326
H: 1.340 -1.039 -2.134
H: 3.517 -0.452 -3.156
H: 5.517 -0.216 -1.734
H: 5.352 -0.570 0.700
H: 3.168 -1.154 1.717
H: -3.676 -0.327 1.775
H: -4.612 0.451 0.489
H: -1.596 0.691 0.897
H: -2.802 1.942 1.191

Formula: C18H25N3O3
Source: OMol25
Level of theory: ωB97M-V/def2-TZVPD

- 2S+1: 1
- Total energy: -29684.386 eV
- Lowest unoccupied orbital energy: 0.597 eV
- Orbital gap: 10.01 eV
- F_max: 1.40 eV/Å
- Structure (SMILES): CO[C@@H](c1ccccc1)c1nnc(CCC(=O)NCCC(C)C)o1
- HOMO level: -9.4 eV

Element x y z (Å)
C: 1.235 2.149 -4.984
O: 1.633 2.302 -3.637
C: 0.588 2.491 -2.699
C: -0.277 3.700 -3.007
C: -1.401 3.607 -3.817
C: -2.141 4.740 -4.111
C: -1.765 5.971 -3.603
C: -0.641 6.069 -2.800
C: 0.100 4.939 -2.504
C: -0.235 1.254 -2.529
N: -0.897 0.587 -3.416
N: -1.464 -0.464 -2.786
C: -1.129 -0.389 -1.542
C: -1.491 -1.316 -0.450
C: -0.254 -2.034 0.095
C: -0.610 -2.837 1.343
O: -1.659 -2.711 1.936
N: 0.357 -3.700 1.721
C: 0.271 -4.499 2.922
C: 1.267 -4.049 3.994
C: 1.097 -2.590 4.433
C: -0.274 -2.340 5.056
C: 2.203 -2.227 5.423
O: -0.338 0.687 -1.307
H: 2.147 1.908 -5.527
H: 0.510 1.338 -5.093
H: 0.808 3.076 -5.380
H: 1.114 2.656 -1.751
H: -1.697 2.647 -4.214
H: -3.014 4.658 -4.741
H: -2.344 6.853 -3.833
H: -0.341 7.027 -2.402
H: 0.980 5.017 -1.882
H: -2.210 -2.038 -0.836
H: -1.959 -0.762 0.368
H: 0.166 -2.695 -0.665
H: 0.508 -1.298 0.371
H: 1.232 -3.716 1.220
H: -0.754 -4.405 3.283
H: 0.460 -5.547 2.667
H: 1.148 -4.701 4.861
H: 2.282 -4.187 3.611
H: 1.198 -1.946 3.551
H: -0.456 -3.040 5.869
H: -1.063 -2.445 4.317
H: -0.322 -1.331 5.457
H: 2.125 -1.182 5.715
H: 3.186 -2.387 4.985
H: 2.123 -2.839 6.319

Formula: C18H25N3O3
Source: OMol25
Level of theory: ωB97M-V/def2-TZVPD

- 2S+1: 1
- Total energy: -29683.274 eV
- Lowest unoccupied orbital energy: 0.844 eV
- Orbital gap: 9.24 eV
- F_max: 1.19 eV/Å
- Structure (SMILES): COc1ccc(-c2noc(CN(C)CC[C@@H]3CCCCO3)n2)cc1
- HOMO level: -8.4 eV

Element x y z (Å)
C: -2.212 -4.944 -6.938
O: -2.225 -3.565 -6.658
C: -1.589 -3.116 -5.545
C: -0.912 -3.923 -4.633
C: -0.296 -3.357 -3.534
C: -0.343 -1.982 -3.326
C: 0.311 -1.387 -2.183
N: 0.982 -2.053 -1.277
O: 1.427 -1.112 -0.398
C: 0.991 0.073 -0.845
C: 1.255 1.309 -0.052
N: 0.075 1.817 0.626
C: -0.873 2.405 -0.300
C: -0.569 0.850 1.506
C: 0.327 0.398 2.658
C: 0.780 1.583 3.510
C: 1.890 1.197 4.495
C: 2.251 2.401 5.362
C: 0.987 2.932 6.035
C: -0.073 3.206 4.967
O: -0.359 2.059 4.207
N: 0.297 -0.038 -1.934
C: -1.022 -1.174 -4.239
C: -1.637 -1.735 -5.334
H: -2.772 -5.061 -7.865
H: -1.192 -5.315 -7.083
H: -2.701 -5.520 -6.146
H: -0.860 -4.992 -4.770
H: 0.231 -3.974 -2.823
H: 1.617 2.090 -0.726
H: 2.029 1.088 0.686
H: -0.374 3.193 -0.861
H: -1.688 2.846 0.270
H: -1.286 1.678 -1.011
H: -1.436 1.351 1.941
H: -0.930 -0.035 0.955
H: -0.250 -0.277 3.291
H: 1.197 -0.146 2.289
H: 1.150 2.383 2.847
H: 2.764 0.846 3.944
H: 1.530 0.383 5.128
H: 2.993 2.121 6.112
H: 2.684 3.184 4.733
H: 1.196 3.847 6.590
H: 0.602 2.183 6.730
H: -1.020 3.505 5.423
H: 0.274 4.016 4.304
H: -1.054 -0.109 -4.073
H: -2.166 -1.128 -6.051

Formula: C18H25N3O4
Source: OMol25
Level of theory: ωB97M-V/def2-TZVPD

- 2S+1: 1
- Total energy: -31734.242 eV
- Lowest unoccupied orbital energy: 0.618 eV
- Orbital gap: 8.69 eV
- F_max: 0.60 eV/Å
- Structure (SMILES): CCCC1(CCC)NC(=O)N(CC(=O)Nc2cccc(OC)c2)C1=O
- HOMO level: -8.1 eV

Element x y z (Å)
C: 3.432 3.335 2.155
C: 2.134 2.817 1.545
C: 2.326 1.554 0.696
C: 1.995 0.226 1.412
C: 2.866 -0.027 2.648
C: 2.587 -1.381 3.301
C: 3.493 -1.603 4.506
N: 2.081 -0.865 0.462
C: 0.893 -1.430 0.187
O: 0.658 -2.329 -0.589
N: -0.056 -0.784 0.982
C: -1.454 -1.151 1.043
C: -2.258 -0.668 -0.183
O: -3.156 0.137 -0.068
N: -1.850 -1.260 -1.326
C: -2.321 -1.070 -2.631
C: -1.665 -1.751 -3.651
C: -2.095 -1.601 -4.957
C: -3.166 -0.783 -5.256
C: -3.826 -0.099 -4.233
O: -4.869 0.684 -4.619
C: -5.577 1.394 -3.629
C: -3.402 -0.243 -2.918
C: 0.512 0.177 1.777
O: -0.062 0.832 2.606
H: 3.887 2.604 2.817
H: 4.148 3.581 1.373
H: 3.236 4.237 2.730
H: 1.403 2.622 2.330
H: 1.721 3.601 0.909
H: 3.359 1.499 0.344
H: 1.681 1.606 -0.186
H: 2.657 0.762 3.370
H: 3.917 0.031 2.358
H: 1.544 -1.418 3.622
H: 2.744 -2.183 2.577
H: 3.333 -0.827 5.251
H: 4.539 -1.583 4.208
H: 3.286 -2.567 4.964
H: 2.927 -1.121 -0.017
H: -1.871 -0.674 1.933
H: -1.535 -2.239 1.121
H: -1.061 -1.901 -1.256
H: -0.826 -2.389 -3.416
H: -1.588 -2.128 -5.751
H: -3.512 -0.657 -6.269
H: -6.354 1.942 -4.161
H: -4.929 2.101 -3.102
H: -6.040 0.718 -2.904
H: -3.889 0.271 -2.109

Formula: C18H25N3O4
Source: OMol25
Level of theory: ωB97M-V/def2-TZVPD

- 2S+1: 1
- Total energy: -31733.011 eV
- Lowest unoccupied orbital energy: 0.039 eV
- Orbital gap: 8.14 eV
- F_max: 3.18 eV/Å
- Structure (SMILES): CNC(=O)[C@@H](NC(C)=O)C(C)C.NC(=O)C1=Cc2ccccc2OC1
- HOMO level: -8.1 eV

Element x y z (Å)
C: 1.841 2.556 5.791
N: 1.582 2.349 4.367
C: 1.333 1.157 3.812
O: 1.292 0.123 4.467
C: 1.058 1.140 2.303
N: 1.821 0.060 1.649
C: 2.466 0.078 0.482
C: 2.721 1.392 -0.230
O: 2.863 -0.964 -0.015
C: -0.452 0.964 2.014
C: -1.365 1.810 2.911
C: -0.778 1.338 0.562
H: 1.675 3.601 6.055
H: 2.873 2.285 6.024
H: 1.173 1.929 6.386
H: 1.591 3.158 3.767
H: 1.366 2.106 1.907
H: 1.806 -0.838 2.113
H: 3.259 2.064 0.435
H: 1.782 1.840 -0.542
H: 3.331 1.198 -1.112
H: -0.720 -0.082 2.168
H: -1.107 2.866 2.827
H: -1.277 1.492 3.951
H: -2.406 1.674 2.614
H: -0.498 2.373 0.364
H: -1.848 1.225 0.380
H: -0.251 0.678 -0.126
N: -2.861 -1.576 0.385
C: -3.350 -1.710 -0.884
O: -4.564 -1.680 -0.963
C: -2.497 -1.811 -2.066
C: -1.124 -1.896 -1.973
C: -0.317 -1.920 -3.181
C: 1.079 -2.038 -3.109
C: 1.848 -2.007 -4.277
C: 1.227 -1.849 -5.519
C: -0.165 -1.736 -5.587
C: -0.946 -1.780 -4.429
O: -2.306 -1.655 -4.572
C: -3.165 -1.825 -3.425
H: -3.545 -1.337 1.097
H: -1.882 -1.357 0.518
H: -0.622 -1.927 -1.011
H: 1.579 -2.143 -2.149
H: 2.928 -2.097 -4.216
H: 1.822 -1.817 -6.427
H: -0.656 -1.615 -6.547
H: -3.907 -1.021 -3.455
H: -3.706 -2.771 -3.532

Formula: C18H25N5
Source: OMol25
Level of theory: ωB97M-V/def2-TZVPD

- 2S+1: 1
- Total energy: -26520.731 eV
- Lowest unoccupied orbital energy: 0.559 eV
- Orbital gap: 10.36 eV
- F_max: 0.63 eV/Å
- Structure (SMILES): CCCCN[C@H]1[C@H](CC)[C@@H](CCC)C(C#N)(C#N)C1(C#N)C#N
- HOMO level: -9.8 eV

Element x y z (Å)
C: -2.536 -4.457 -1.625
C: -2.532 -2.979 -1.990
C: -3.112 -2.117 -0.872
C: -3.017 -0.625 -1.195
N: -1.631 -0.194 -1.326
C: -0.918 0.036 -0.120
C: 0.591 0.195 -0.350
C: 1.240 -1.141 -0.724
C: 2.362 -0.996 -1.746
C: 1.094 0.825 0.955
C: 2.532 1.333 0.896
C: 2.988 2.036 2.174
C: 4.474 2.368 2.115
C: 0.040 1.938 1.222
C: -0.054 2.292 2.625
N: -0.147 2.557 3.732
C: 0.370 3.141 0.479
N: 0.639 4.079 -0.114
C: -1.319 1.347 0.709
C: -2.028 2.291 -0.125
N: -2.598 2.998 -0.819
C: -2.195 0.966 1.794
N: -2.888 0.600 2.625
H: -2.127 -5.053 -2.437
H: -3.550 -4.798 -1.426
H: -1.937 -4.634 -0.734
H: -3.116 -2.826 -2.899
H: -1.511 -2.651 -2.195
H: -4.163 -2.368 -0.719
H: -2.588 -2.330 0.062
H: -3.554 -0.048 -0.425
H: -3.507 -0.438 -2.152
H: -1.546 0.584 -1.969
H: -1.090 -0.818 0.545
H: 0.740 0.909 -1.169
H: 1.617 -1.631 0.176
H: 0.468 -1.782 -1.153
H: 1.978 -0.566 -2.668
H: 3.160 -0.357 -1.377
H: 2.784 -1.971 -1.974
H: 1.007 0.090 1.767
H: 3.179 0.471 0.727
H: 2.649 2.013 0.048
H: 2.792 1.393 3.036
H: 2.426 2.962 2.315
H: 4.684 3.019 1.270
H: 5.066 1.461 2.008
H: 4.784 2.875 3.024

Formula: C18H25NO2
Source: OMol25
Level of theory: ωB97M-V/def2-TZVPD

- 2S+1: 1
- Total energy: -24656.840 eV
- Lowest unoccupied orbital energy: 0.801 eV
- Orbital gap: 8.62 eV
- F_max: 2.17 eV/Å
- Structure (SMILES): CCOC(=O)/C(CCCc1ccccc1)=C1\CCCCN1
- HOMO level: -7.8 eV

Element x y z (Å)
C: -2.275 4.124 0.096
C: -1.708 3.466 1.357
O: -1.407 2.082 1.130
C: -0.689 1.450 2.103
O: -0.291 1.969 3.150
C: -0.375 0.029 1.821
C: -1.469 -0.819 1.177
C: -1.058 -1.126 -0.300
C: -1.136 0.107 -1.182
C: -0.887 -0.283 -2.624
C: 0.380 -0.598 -3.068
C: 0.622 -1.007 -4.403
C: -0.465 -1.073 -5.289
C: -1.773 -0.788 -4.845
C: -1.985 -0.397 -3.507
C: 0.810 -0.592 2.228
C: 1.995 0.119 2.867
C: 3.281 -0.416 2.217
C: 3.381 -1.938 2.353
C: 2.194 -2.584 1.670
N: 0.919 -1.969 2.059
H: -2.477 5.165 0.335
H: -1.555 4.122 -0.751
H: -3.226 3.667 -0.220
H: -0.841 4.015 1.710
H: -2.417 3.521 2.175
H: -2.409 -0.271 1.209
H: -1.585 -1.748 1.727
H: -0.057 -1.528 -0.354
H: -1.708 -1.897 -0.699
H: -0.332 0.803 -0.888
H: -2.083 0.639 -1.030
H: 1.208 -0.546 -2.382
H: 1.612 -1.242 -4.793
H: -0.262 -1.351 -6.318
H: -2.609 -0.856 -5.528
H: -2.987 -0.161 -3.193
H: 1.901 1.216 2.773
H: 1.993 -0.063 3.914
H: 4.178 0.038 2.640
H: 3.224 -0.100 1.175
H: 4.278 -2.321 1.914
H: 3.431 -2.243 3.386
H: 2.236 -3.651 1.929
H: 2.333 -2.574 0.594
H: 0.094 -2.391 1.665

Formula: C18H26BrOS2W
Source: OMol25
Level of theory: ωB97M-V/def2-TZVPD

- 2S+1: 1
- Total energy: -114667.093 eV
- Charge: +1
- Lowest unoccupied orbital energy (spin up / spin down): -4.981 / -4.950 eV
- Orbital gap (spin up / spin down): 6.92 / 6.94 eV
- F_max: 1.30 eV/Å
- HOMO level (spin up / spin down): -11.9 / -11.9 eV

Element x y z (Å)
W: 2.777 -0.502 0.835
C: -5.048 1.178 -0.210
C: -4.125 1.204 1.007
C: -4.683 0.243 2.064
C: -4.104 2.629 1.574
C: -2.697 0.784 0.649
C: -1.724 0.754 1.658
C: -0.468 0.374 1.285
Br: 0.941 0.298 2.583
C: -0.098 0.021 -0.002
O: 1.246 -0.335 -0.157
C: -1.021 0.035 -1.025
C: -2.314 0.428 -0.634
C: -0.795 -0.324 -2.503
C: -1.145 0.903 -3.356
C: 0.634 -0.744 -2.860
C: -1.726 -1.491 -2.863
H: -6.049 1.484 0.097
H: -5.131 0.178 -0.642
H: -4.720 1.869 -0.990
H: -5.705 0.530 2.317
H: -4.101 0.263 2.988
H: -4.701 -0.785 1.696
H: -5.120 2.940 1.821
H: -3.700 3.339 0.849
H: -3.509 2.701 2.487
H: -1.956 1.020 2.680
H: -3.063 0.449 -1.413
H: -0.494 1.747 -3.116
H: -2.180 1.224 -3.222
H: -1.009 0.663 -4.412
H: 1.358 0.050 -2.680
H: 0.659 -0.970 -3.928
H: 0.947 -1.643 -2.331
H: -2.778 -1.247 -2.713
H: -1.494 -2.376 -2.267
H: -1.593 -1.749 -3.915
C: 7.260 -1.714 0.175
C: 5.946 -1.275 0.781
S: 4.585 -1.189 -0.365
C: 5.764 -0.968 2.061
C: 6.837 -1.007 3.107
S: 4.166 -0.458 2.686
H: 7.164 -1.911 -0.891
H: 7.618 -2.628 0.649
H: 8.019 -0.942 0.300
H: 7.787 -1.322 2.681
H: 6.571 -1.702 3.906
H: 6.971 -0.023 3.559

Formula: C18H26CdN7O4S2
Source: OMol25
Level of theory: ωB97M-V/def2-TZVPD

- 2S+1: 1
- Total energy: -63938.614 eV
- Charge: +1
- Lowest unoccupied orbital energy: -2.588 eV
- Orbital gap: 9.35 eV
- F_max: 2.78 eV/Å
- HOMO level: -11.9 eV

Element x y z (Å)
Cd: 0.333 0.046 -0.018
C: -2.834 -3.144 -3.299
C: -2.847 -1.709 -2.936
N: -3.622 -0.809 -3.428
N: -3.252 0.351 -2.819
C: -2.254 0.203 -1.943
S: -1.541 1.410 -1.025
N: -1.986 -1.135 -2.008
N: -1.030 -1.772 -1.234
H: -3.645 -3.327 -3.998
H: -2.968 -3.781 -2.424
H: -1.890 -3.407 -3.778
H: -3.698 1.217 -3.067
H: -0.217 -2.016 -1.797
H: -1.423 -2.606 -0.816
C: -1.868 1.460 2.770
C: -2.301 0.128 2.182
O: -1.206 -0.714 1.806
C: -0.590 -1.384 2.913
C: 0.042 -2.674 2.428
H: -2.749 2.000 3.115
H: -1.363 2.066 2.018
H: -1.199 1.318 3.621
H: -2.883 0.292 1.277
H: -2.925 -0.412 2.899
H: -1.355 -1.600 3.662
H: 0.165 -0.733 3.368
H: -0.724 -3.339 2.027
H: 0.522 -3.179 3.266
H: 0.790 -2.479 1.659
C: 4.007 -0.231 -1.379
S: 2.471 -1.102 -1.154
O: 2.569 -2.444 -1.651
O: 1.416 -0.304 -1.844
O: 2.170 -1.030 0.309
H: 4.452 -0.563 -2.313
H: 4.648 -0.479 -0.537
H: 3.785 0.832 -1.408
N: 5.026 3.080 8.987
C: 4.533 3.001 7.952
C: 3.921 2.905 6.661
C: 3.719 4.051 5.896
C: 3.134 3.958 4.647
C: 2.738 2.722 4.154
C: 2.933 1.576 4.919
C: 3.527 1.665 6.163
N: 2.121 2.628 2.875
C: 1.528 3.651 2.165
C: 1.011 3.092 1.041
N: 1.280 1.743 1.042
C: 1.941 1.498 2.154
H: 4.027 5.012 6.283
H: 3.000 4.857 4.062
H: 2.610 0.608 4.562
H: 3.681 0.774 6.755
H: 1.505 4.670 2.504
H: 0.474 3.564 0.236
H: 2.338 0.530 2.411

Q: Look up the 2S+1 of the second one.
A: 1

Q: Which value of total energy does entry 6 give?
A: -26520.731 eV

Q: The lowest F_max belongs to which entry?
A: number 4